Entry 1:
Below is 2 unconnected molecules or ions with the total composition C62H69N6O2, with properties calculated with wB97M-V/def2-TZVPD.

Element x y z (Å)
C1 -1.413 -2.024 -3.387
C2 -2.005 -0.624 -3.349
C3 -0.946 0.362 -3.844
C4 -3.210 -0.685 -4.304
C5 -2.447 -0.172 -1.913
C6 -3.280 0.953 -1.874
C7 -4.000 1.271 -0.730
C8 -3.753 0.563 0.443
C9 -2.684 -0.329 0.545
C10 -2.246 -0.829 1.961
C11 -2.404 -2.353 2.065
C12 -3.116 -0.285 3.095
C13 -0.825 -0.353 2.266
C14 -2.020 -0.697 -0.665
N1 -0.882 -1.599 -0.613
C15 0.435 -1.233 -0.734
C16 0.775 0.108 -0.704
C17 2.135 0.619 -0.707
C18 3.005 0.317 0.371
C19 4.363 0.516 0.258
C20 4.854 0.985 -0.982
N2 6.113 0.494 -1.415
O1 6.514 0.801 -2.557
O2 6.773 -0.237 -0.644
C21 4.008 1.590 -1.932
C22 2.645 1.416 -1.776
N3 1.158 -2.436 -0.868
C23 2.597 -2.706 -0.802
C24 3.238 -2.977 0.436
C25 2.636 -3.342 1.831
C26 3.047 -4.788 2.157
C27 1.126 -3.280 1.925
C28 3.196 -2.401 2.913
C29 4.646 -3.009 0.465
C30 5.408 -2.777 -0.662
C31 4.776 -2.684 -1.894
C32 3.382 -2.729 -2.005
C33 2.803 -2.753 -3.457
C34 3.896 -2.908 -4.532
C35 2.092 -1.427 -3.704
C36 1.848 -3.923 -3.695
C37 0.184 -3.465 -0.863
C38 0.375 -4.909 -0.991
C39 1.594 -5.627 -0.940
C40 1.611 -7.007 -1.143
C41 0.424 -7.696 -1.416
C42 -0.792 -7.003 -1.487
C43 -0.814 -5.632 -1.258
N4 -1.037 -2.972 -0.713
H1 -2.041 -2.767 -2.879
H2 -1.291 -2.344 -4.434
H3 -0.413 -2.034 -2.945
H4 -1.377 1.343 -4.068
H5 -0.189 0.496 -3.057
H6 -0.447 -0.017 -4.745
H7 -3.665 0.288 -4.499
H8 -2.897 -1.098 -5.271
H9 -3.976 -1.356 -3.896
H10 -3.424 1.554 -2.776
H11 -4.745 2.072 -0.746
H12 -4.404 0.728 1.303
H13 -2.095 -2.891 1.168
H14 -1.829 -2.727 2.923
H15 -3.465 -2.588 2.232
H16 -3.096 0.805 3.144
H17 -4.152 -0.629 3.013
H18 -2.723 -0.657 4.051
H19 -0.817 0.728 2.467
H20 -0.420 -0.885 3.137
H21 -0.162 -0.508 1.415
H22 -0.054 0.812 -0.687
H23 2.573 -0.102 1.280
H24 5.058 0.268 1.057
H25 4.447 2.127 -2.768
H26 1.944 1.825 -2.503
H27 4.135 -4.916 2.180
H28 2.647 -5.075 3.137
H29 2.636 -5.478 1.409
H30 0.747 -2.335 1.526
H31 0.649 -4.115 1.399
H32 0.813 -3.339 2.979
H33 2.779 -1.391 2.806
H34 2.919 -2.786 3.905
H35 4.288 -2.316 2.879
H36 5.162 -3.215 1.402
H37 6.491 -2.698 -0.583
H38 5.413 -2.601 -2.774
H39 4.455 -3.845 -4.401
H40 3.415 -2.951 -5.519
H41 4.593 -2.060 -4.544
H42 1.520 -1.137 -2.817
H43 2.824 -0.627 -3.884
H44 1.412 -1.503 -4.566
H45 0.923 -3.820 -3.124
H46 1.582 -3.960 -4.763
H47 2.325 -4.874 -3.426
H48 2.530 -5.095 -0.778
H49 2.561 -7.544 -1.113
H50 0.444 -8.774 -1.585
H51 -1.722 -7.516 -1.738
H52 -1.747 -5.075 -1.300
C44 1.507 7.602 -0.444
N5 0.606 6.746 0.301
C45 -0.135 5.721 -0.210
C46 -0.962 5.178 0.809
C47 -1.724 3.998 0.765
C48 -2.714 3.679 1.742
C49 -2.451 3.271 3.066
N6 -3.625 3.097 3.745
C50 -3.728 2.796 5.160
C51 -4.702 3.410 2.906
C52 -4.178 3.812 1.654
C53 -5.067 4.292 0.698
C54 -6.436 4.330 1.004
C55 -6.932 3.872 2.233
C56 -6.054 3.404 3.222
C57 -0.781 6.074 1.970
C58 0.276 6.961 1.644
C59 0.896 7.819 2.546
C60 0.403 7.813 3.861
C61 -0.718 7.036 4.190
C62 -1.325 6.192 3.240
H53 2.065 8.206 0.275
H54 2.199 7.003 -1.045
H55 0.971 8.281 -1.126
H56 -0.069 5.427 -1.253
H57 -1.579 3.317 -0.081
H58 -1.494 3.182 3.575
H59 -4.780 2.635 5.410
H60 -3.151 1.893 5.402
H61 -3.348 3.624 5.779
H62 -4.674 4.644 -0.252
H63 -7.133 4.733 0.272
H64 -8.005 3.850 2.412
H65 -6.396 3.017 4.183
H66 1.762 8.413 2.238
H67 0.916 8.399 4.623
H68 -1.119 7.099 5.202
H69 -2.233 5.655 3.490

Cartesian forces (eV/Å) of the 2 atoms listed first:
C 0.47 -0.43 -0.08
C 0.01 -0.04 0.49

HOMO energy   -8.8 eV
Multiplicity   1
Charge   +1

These are the Mulliken partial charges, in e, on atoms 1 to 6: number 1, C, carries -1.53; number 2, C, carries 2.20; number 3, C, carries -1.77; number 4, C, carries -1.88; number 5, C, carries 0.19; number 6, C, carries -0.54

---

Entry 2:
Below is 2 unconnected molecules or ions with the total composition CH8N2O, with properties calculated with wB97M-V/def2-TZVPD.

Element x y z (Å)
N1 -0.082 0.387 -0.304
C1 -0.319 1.200 0.860
N2 0.118 0.621 2.179
H1 0.554 0.917 -0.893
H2 0.493 -0.437 -0.176
H3 -1.384 1.336 1.096
H4 0.078 2.208 0.763
H5 0.770 -0.157 2.082
H6 -0.701 0.197 2.583
H7 -0.474 -2.241 -1.890
H8 0.000 -1.605 -3.201
O1 0.272 -1.816 -2.312

Cartesian forces (eV/Å) of the 2 atoms listed first:
N 0.72 0.58 -0.88
C -0.40 -0.62 2.38

SMILES   NCN.O
HOMO energy   -8.8 eV
Multiplicity   1

These are the Mulliken partial charges, in e, on atoms 1 to 6: number 1, N, carries -0.50; number 2, C, carries -0.26; number 3, N, carries -0.60; number 4, H, carries 0.25; number 5, H, carries 0.22; number 6, H, carries 0.21

---

Entry 3:
Below is a molecular structure, C6H15N2, with properties calculated with wB97M-V/def2-TZVPD.

Element x y z (Å)
C1 1.873 -1.798 0.438
C2 0.687 -1.247 0.326
C3 -0.504 -0.292 -1.902
C4 1.825 1.301 0.612
C5 -2.460 -0.243 0.777
C6 0.258 0.051 -0.580
N1 1.072 1.101 -0.587
N2 -1.137 0.485 0.604
H1 2.075 -2.793 1.023
H2 2.755 -1.448 -0.058
H3 -0.212 -1.678 0.746
H4 -1.288 -0.985 -1.715
H5 -0.941 0.546 -2.466
H6 0.152 -0.752 -2.559
H7 2.773 1.693 0.248
H8 1.475 1.997 1.322
H9 1.875 0.232 1.077
H10 -2.302 -1.108 0.175
H11 -2.631 -0.372 1.810
H12 -3.248 0.310 0.374
H13 1.035 1.738 -1.281
H14 -0.737 0.378 1.480
H15 -1.346 1.470 0.310

Cartesian forces (eV/Å) of the 2 atoms listed first:
C 0.62 -2.76 0.85
C -1.48 1.28 -1.96

HOMO energy   -13.9 eV
Multiplicity   1
Charge   +1

These are the Mulliken partial charges, in e, on atoms 1 to 6: number 1, C, carries -0.79; number 2, C, carries -0.44; number 3, C, carries -1.48; number 4, C, carries -0.83; number 5, C, carries -0.96; number 6, C, carries 1.04

---

Entry 4:
Below is C4H5NO in the gas phase, with properties calculated with wB97M-V/def2-TZVPD.

Element x y z (Å)
N1 0.800 1.348 0.463
C1 0.068 1.117 -0.662
O1 -0.185 1.992 -1.469
C2 -0.523 -0.316 -0.835
C3 -0.585 -1.151 0.312
C4 -0.174 -1.916 1.176
H1 1.296 2.227 0.517
H2 1.106 0.590 1.052
H3 -1.271 -0.287 -1.620
H4 -0.032 -1.382 -1.071
H5 -0.500 -2.223 2.138

Cartesian forces (eV/Å) of the 2 atoms listed first:
N 0.06 -0.16 -0.21
C 0.40 -0.35 -0.38

SMILES   C#CCC(N)=O
HOMO energy   -9.7 eV
Multiplicity   1

These are the Mulliken partial charges, in e, on atoms 1 to 6: number 1, N, carries -0.37; number 2, C, carries 0.62; number 3, O, carries -0.60; number 4, C, carries -0.48; number 5, C, carries -0.30; number 6, C, carries -0.26

---

Energy relative to the best compared isomer or geometry (same formula, charge and spin) / kJ/mol: 137.3; 59.9; 327.9; 313.2